Below is a single C24H37N3O2 molecule, with properties calculated with ωB97M-V with the def2-TZVPD basis set.

Values from the calculation:
F_max = 0.6 eV/A
gap between HOMO and LUMO = 9.0 eV
energy relative to the best compared isomer or geometry (same formula, charge and spin) = 15.25 kJ/mol
HOMO level = -8.3 eV
structure (SMILES) = CC(C)[C@H](NC(=O)C1CCCCC1)C(=O)NC1CCN(Cc2ccccc2)CC1

```
66
C24H37N3O2 ωB97M-V with the def2-TZVPD basis set
C -1.4420 4.5593 0.5075
C -1.7223 3.0830 0.2405
C -2.4335 2.4532 1.4352
C -0.3999 2.3500 -0.0728
N 0.2540 2.9434 -1.2170
C 1.5173 3.4266 -1.1638
O 2.1197 3.5707 -0.1194
C 2.0934 3.7649 -2.5309
C 2.6918 2.4842 -3.1281
C 3.3136 2.7707 -4.4913
C 4.3881 3.8471 -4.3720
C 3.7987 5.1228 -3.7781
C 3.1708 4.8419 -2.4174
C -0.6652 0.8812 -0.4211
O -0.9514 0.5466 -1.5549
N -0.5417 0.0226 0.6040
C -0.7629 -1.4046 0.4720
C 0.3376 -2.1913 1.1861
C 0.2037 -2.0728 2.7123
N -1.1008 -2.4078 3.2369
C -1.3420 -3.7963 3.5836
C -1.4054 -4.7938 2.4485
C -2.6119 -5.0783 1.8197
C -2.6646 -5.9630 0.7567
C -1.5094 -6.5826 0.3113
C -0.3052 -6.3226 0.9427
C -0.2557 -5.4370 2.0050
C -2.1611 -1.6979 2.5569
C -2.1313 -1.8163 1.0271
H -2.3712 5.0929 0.6925
H -0.7977 4.6690 1.3768
H -0.9434 5.0157 -0.3432
H -2.3656 2.9937 -0.6420
H -1.7933 2.4754 2.3154
H -2.7156 1.4240 1.2277
H -3.3384 3.0121 1.6623
H 0.2897 2.4429 0.7726
H -0.1479 2.6774 -2.1054
H 1.2871 4.1196 -3.1824
H 3.4594 2.1062 -2.4488
H 1.9186 1.7174 -3.2214
H 3.7460 1.8538 -4.8975
H 2.5362 3.1082 -5.1812
H 5.1909 3.4854 -3.7258
H 4.8164 4.0560 -5.3548
H 4.5783 5.8801 -3.6745
H 3.0371 5.5184 -4.4551
H 3.9322 4.4997 -1.7148
H 2.7319 5.7545 -2.0088
H -0.3110 0.3735 1.5190
H -0.7349 -1.6053 -0.6050
H 0.2562 -3.2376 0.8904
H 1.3172 -1.8222 0.8780
H 0.4154 -1.0382 3.0142
H 0.9472 -2.7087 3.1966
H -2.2868 -3.8212 4.1359
H -0.5432 -4.0894 4.2726
H -3.5201 -4.6071 2.1699
H -3.6098 -6.1714 0.2770
H -1.5492 -7.2724 -0.5186
H 0.5979 -6.8131 0.6092
H 0.6867 -5.2473 2.5004
H -2.0713 -0.6397 2.8351
H -3.1193 -2.0565 2.9379
H -2.3245 -2.8474 0.7304
H -2.9084 -1.1848 0.5930
```